C40H45AsIrO4P2S2 as an isolated structure. Source: OMol25; level of theory: wB97M-V/def2-TZVPD.

The geometry in XYZ format:
```
95
Properties=species:S:1:pos:R:3:forces:R:3
Ir -0.0460 0.5222 1.9438 0.301 0.125 0.499
C -4.6054 -3.1123 -1.2640 -0.017 -0.006 0.023
C -3.8599 -3.1188 0.0488 -0.027 -0.027 0.077
O -4.0648 -1.8525 0.6986 0.090 0.019 -0.130
P -3.0770 -1.2901 1.8465 -0.082 0.100 0.126
S -1.3854 0.7484 3.6096 0.011 0.008 -0.019
S -1.1738 -1.2232 0.8761 -0.054 -0.010 -0.253
O -2.9560 -2.6832 2.6985 0.010 -0.087 0.083
C -2.0984 -2.7127 3.8415 -0.002 -0.026 -0.003
C -2.3483 -4.0004 4.5901 -0.002 -0.009 0.001
H -4.5135 -4.0848 -1.7506 0.006 0.007 0.002
H -4.2067 -2.3519 -1.9336 0.025 0.049 -0.034
H -5.6636 -2.9076 -1.0999 0.001 -0.006 0.001
H -2.7886 -3.2795 -0.1003 0.004 0.013 -0.021
H -4.2287 -3.9042 0.7097 0.019 -0.009 -0.004
H -2.2990 -1.8423 4.4751 -0.004 -0.024 0.002
H -1.0596 -2.6451 3.5039 -0.001 0.005 0.010
H -3.3843 -4.0554 4.9239 -0.001 -0.001 0.001
H -1.6986 -4.0574 5.4645 0.001 0.005 0.000
H -2.1448 -4.8596 3.9509 -0.001 -0.001 -0.003
O 2.0556 1.5673 3.4019 0.047 -0.143 0.045
C 1.1585 2.1472 2.7854 -0.385 0.003 -0.230
C 0.7611 3.4793 2.6260 0.150 0.005 0.124
C 1.4326 4.5423 3.3052 0.002 0.005 -0.003
C 1.0224 5.8357 3.1301 -0.010 0.005 -0.009
C -0.0488 6.1597 2.2725 0.012 -0.007 0.012
C -0.6924 5.1435 1.5853 0.005 -0.006 -0.007
C -0.3155 3.8184 1.7570 0.023 0.074 0.051
P -0.9493 2.4533 0.8028 -0.118 0.061 -0.258
C -0.5015 2.8650 -0.9130 -0.015 0.013 -0.021
C 0.8143 2.6123 -1.2996 0.026 0.025 -0.001
C 1.2592 2.9886 -2.5571 -0.005 -0.007 0.020
C 0.3883 3.6025 -3.4476 -0.015 0.001 -0.005
C -0.9250 3.8489 -3.0722 0.015 -0.005 -0.020
C -1.3683 3.4886 -1.8070 -0.016 -0.046 0.005
C -2.7532 2.4658 0.8628 0.000 -0.025 0.123
C -3.4652 1.6672 -0.0301 -0.023 -0.014 -0.046
C -4.8343 1.5118 0.1046 -0.039 0.025 -0.019
C -5.5056 2.1479 1.1408 0.017 0.002 -0.007
C -4.8022 2.9371 2.0385 -0.002 -0.009 -0.001
C -3.4294 3.0935 1.9058 -0.003 0.015 -0.012
H 2.2571 4.3021 3.9637 -0.003 0.007 0.000
H 1.5337 6.6283 3.6631 -0.002 0.003 -0.003
H -0.3568 7.1881 2.1457 0.000 0.000 -0.001
H -1.5008 5.3826 0.9020 0.002 -0.001 -0.004
H 1.4890 2.1173 -0.6102 -0.006 0.004 0.003
H 2.2857 2.7955 -2.8442 0.003 -0.001 -0.002
H 0.7328 3.8906 -4.4328 0.001 0.001 0.000
H -1.6057 4.3314 -3.7621 0.000 0.000 0.001
H -2.3919 3.6929 -1.5188 0.004 0.003 0.006
H -2.9416 1.1549 -0.8266 0.037 -0.052 -0.036
H -5.3744 0.8796 -0.5886 0.011 -0.003 0.012
H -6.5745 2.0199 1.2529 -0.001 -0.001 0.000
H -5.3200 3.4270 2.8530 -0.001 0.002 -0.001
H -2.8805 3.6972 2.6177 0.005 -0.001 -0.001
C 2.8332 -1.2744 2.4365 0.006 -0.052 0.004
C 2.7568 -0.5849 1.1157 -0.023 0.138 0.013
O 1.7587 0.0530 0.7768 0.031 -0.101 -0.108
C 3.8985 -0.6357 0.1784 0.028 -0.033 -0.052
C 5.1515 -1.0898 0.5848 -0.022 0.016 -0.020
C 6.1979 -1.1366 -0.3218 0.001 -0.003 0.026
C 5.9903 -0.7503 -1.6380 0.014 0.000 -0.024
C 4.7412 -0.3026 -2.0493 -0.003 -0.009 -0.003
C 3.6987 -0.2351 -1.1433 0.022 -0.029 0.036
H 1.8365 -1.3527 2.8683 -0.001 -0.006 0.003
H 3.4416 -0.6666 3.1103 -0.014 0.012 -0.001
H 3.2904 -2.2577 2.3375 0.000 0.006 0.005
H 5.3160 -1.3971 1.6091 -0.003 -0.004 -0.001
H 7.1736 -1.4788 -0.0034 -0.002 -0.001 0.000
H 6.8058 -0.8006 -2.3482 -0.001 0.003 0.001
H 4.5809 -0.0105 -3.0791 0.003 0.002 -0.004
H 2.7152 0.1022 -1.4453 -0.011 0.001 0.002
C 0.9829 -0.4065 -4.1655 -0.006 -0.023 -0.016
As 0.0925 -0.6483 -2.4274 0.008 -0.066 0.013
C -1.7416 -0.3817 -3.0677 0.042 0.027 -0.050
C 0.0610 -2.6343 -2.4820 0.001 0.025 -0.024
C 1.3762 -3.1948 -2.0372 -0.012 0.009 0.015
C 2.3856 -3.4782 -2.9547 0.000 0.034 0.009
C 3.6234 -3.9450 -2.5335 0.006 -0.004 -0.003
C 3.8683 -4.1529 -1.1848 0.013 0.000 -0.007
C 2.8637 -3.8900 -0.2630 -0.002 0.015 0.010
C 1.6345 -3.4045 -0.6816 0.001 -0.028 -0.013
H 0.4343 -0.9085 -4.9642 0.011 -0.004 -0.003
H 1.9911 -0.8193 -4.1098 0.011 0.015 -0.004
H 1.0540 0.6574 -4.3910 -0.014 0.003 0.004
H -1.9770 -1.0800 -3.8724 -0.005 0.007 -0.002
H -1.8469 0.6397 -3.4372 -0.013 0.002 0.045
H -2.4297 -0.5367 -2.2384 -0.045 -0.019 0.036
H -0.1820 -2.9416 -3.5011 -0.004 -0.017 0.007
H -0.7446 -2.9547 -1.8194 0.000 0.036 0.022
H 2.1962 -3.3340 -4.0126 0.001 -0.005 0.002
H 4.3948 -4.1561 -3.2638 0.001 0.002 0.002
H 4.8298 -4.5244 -0.8544 0.000 0.001 -0.003
H 3.0404 -4.0705 0.7908 -0.011 -0.006 -0.002
H 0.8554 -3.1901 0.0424 -0.003 0.005 0.011
```
Positions in Å, forces in eV/Å.

Summary:
frontier orbital gap (spin up / spin down)	5.047 / 6.475	eV
energy relative to the best compared isomer or geometry (same formula, charge and spin)	0.0	kJ/mol
calculated total energy	-154325.603	eV
<S²>	8.8086
multiplicity	6
HOMO level (spin up / spin down)	-5.381 / -8.069	eV

C40H45AuN2O3SeSiTe2 as an isolated structure in a non-equilibrium geometry. Source: OMol25; level of theory: wB97M-V/def2-TZVPD.

The geometry in XYZ format:
```
95
Properties=species:S:1:pos:R:3:forces:R:3
Au 1.5121 -1.4863 -2.1384 -0.247 0.559 -1.235
O -1.0569 -3.5149 0.6322 0.440 -0.549 0.255
C -0.2013 -3.2457 -0.2025 -2.193 0.860 -0.160
O -0.3440 -2.4379 -1.1620 0.439 -0.503 0.074
C 1.9735 -2.7828 0.5733 0.736 0.833 -0.999
C 2.1379 -2.7317 1.9454 0.049 0.008 0.569
C 2.9518 -1.7622 2.5086 0.017 0.387 -0.932
C 3.5629 -0.8473 1.6374 -0.126 -0.215 1.130
C 3.3197 -0.9310 0.2953 -0.383 -0.423 -1.007
N 2.5477 -1.8850 -0.2646 0.137 -0.655 2.120
H 1.6153 -3.4489 2.5627 -0.062 -0.042 -0.024
H 3.0730 -1.6802 3.5776 0.052 -0.067 0.081
H 4.1949 -0.0560 2.0151 0.029 0.010 0.014
H 3.7395 -0.2229 -0.4073 0.029 0.057 -0.035
C -7.2317 2.9349 0.6123 0.070 -0.073 0.040
C -5.8800 2.2831 0.6856 0.080 -0.026 -0.025
C -4.7640 3.0005 1.0888 -0.074 -0.083 0.046
C -3.5015 2.4241 1.1370 0.206 -0.056 0.043
C -2.3252 3.2692 1.5152 -0.092 0.069 -0.005
C -3.3466 1.0732 0.7995 0.018 -0.043 -0.178
Te -1.4250 0.1109 0.8073 -0.080 0.524 0.355
N 1.1494 -3.7683 -0.0244 0.790 0.010 0.387
C 1.4793 -5.0896 0.1972 -0.518 0.096 0.041
O 0.6944 -6.0129 0.1947 0.275 0.144 -0.046
C 2.9594 -5.2658 0.3409 0.624 -0.588 -0.088
C 3.8063 -4.8119 -0.6722 -0.308 -0.020 0.068
C 5.1693 -5.0232 -0.5951 0.259 -0.129 0.070
C 5.7086 -5.7070 0.4878 -0.058 0.102 -0.045
C 4.8704 -6.1803 1.4870 0.152 -0.053 0.088
C 3.5059 -5.9664 1.4140 -0.322 0.135 -0.144
C -0.9027 0.6818 2.8109 0.075 -0.417 -0.025
C -1.6441 0.1149 3.8568 -0.021 0.073 -0.175
C -2.8441 -0.7422 3.5756 0.030 -0.052 0.123
C -1.2482 0.3406 5.1704 0.072 0.091 0.104
C -0.1232 1.0937 5.4711 -0.071 -0.026 -0.031
C 0.3277 1.3092 6.8886 -0.016 -0.032 -0.090
C 0.6071 1.6294 4.4216 -0.086 -0.023 0.036
C 0.2467 1.4324 3.0947 -0.156 0.051 0.049
C 1.0796 2.0625 2.0243 0.116 -0.108 0.046
C -4.4627 0.3350 0.3850 0.099 -0.103 0.032
C -4.3745 -1.1173 0.0123 0.090 0.009 -0.039
C -5.7076 0.9523 0.3348 0.022 0.141 0.064
H -7.1372 4.0185 0.6546 -0.058 0.042 -0.014
H -7.8610 2.6150 1.4442 -0.062 0.007 0.013
H -7.7345 2.6612 -0.3143 -0.080 0.037 -0.018
H -4.8756 4.0408 1.3703 0.030 0.080 -0.051
H -2.5841 4.3276 1.4951 -0.001 0.023 -0.004
H -1.5149 3.0837 0.8077 0.111 0.094 0.060
H -1.9724 3.0125 2.5143 0.094 0.056 0.010
H 3.3831 -4.3016 -1.5267 -0.022 0.108 -0.009
H 5.8177 -4.6656 -1.3852 -0.034 0.014 -0.004
H 6.7777 -5.8611 0.5521 0.017 -0.045 0.000
H 5.2807 -6.7281 2.3267 0.017 0.038 0.006
H 2.8517 -6.3283 2.1956 -0.054 -0.076 0.001
H -2.5496 -1.5945 2.9566 -0.129 -0.012 0.007
H -3.6004 -0.1745 3.0317 -0.049 -0.083 0.012
H -3.2840 -1.1096 4.5022 -0.001 -0.025 0.018
H -1.8229 -0.0931 5.9805 -0.057 -0.046 0.008
H -0.4019 0.9182 7.5952 0.006 0.002 0.064
H 0.4785 2.3701 7.0903 -0.001 0.013 0.052
H 1.2793 0.8019 7.0556 0.017 0.001 0.099
H 1.4827 2.2260 4.6439 0.120 0.044 -0.019
H 2.0157 2.4359 2.4381 0.053 -0.002 0.025
H 0.5565 2.9033 1.5670 0.026 -0.089 -0.134
H 1.3087 1.3417 1.2408 0.060 0.176 -0.081
H -3.3505 -1.4192 -0.2004 -0.125 -0.204 -0.081
H -4.9893 -1.3234 -0.8628 -0.010 -0.040 -0.018
H -4.7370 -1.7364 0.8348 0.023 -0.078 0.017
H -6.5660 0.3738 0.0148 -0.037 -0.059 -0.069
Te 1.8521 0.4759 -3.7579 0.238 0.076 -0.677
C 2.6480 -0.1721 -5.6382 -0.040 0.017 0.459
C 2.1604 -1.2988 -6.2908 -0.072 -0.083 0.033
C 2.6497 -1.6611 -7.5353 0.003 -0.062 -0.039
C 3.6343 -0.9007 -8.1472 0.093 -0.022 -0.114
C 4.1393 0.2155 -7.4972 -0.026 0.019 -0.094
C 3.6420 0.5817 -6.2568 0.005 0.009 0.078
H 1.3854 -1.8897 -5.8175 0.012 -0.016 -0.002
H 2.2668 -2.5461 -8.0278 -0.051 -0.016 -0.033
H 4.0057 -1.1735 -9.1267 0.046 -0.046 -0.007
H 4.9287 0.7958 -7.9575 0.005 0.075 -0.037
H 4.0304 1.4576 -5.7515 0.052 -0.004 -0.001
C -2.7684 3.4542 -2.3267 0.524 0.040 0.100
Si -0.8694 3.6417 -2.3061 0.041 0.170 -0.189
C -0.3824 5.2407 -1.3791 -0.232 -0.459 -0.283
C -0.1778 3.7193 -4.0782 -0.214 -0.010 0.527
Se 0.1546 1.8396 -1.3485 -0.243 0.295 -0.129
H -3.2670 4.4065 -2.1577 -0.031 0.181 0.016
H -3.0967 2.7673 -1.5498 -0.036 -0.073 0.101
H -3.1125 3.0605 -3.2799 0.043 -0.088 -0.143
H -0.8297 6.1078 -1.8620 -0.081 0.161 -0.086
H 0.6970 5.3704 -1.3780 0.151 -0.055 -0.058
H -0.7105 5.2262 -0.3422 -0.094 -0.064 0.124
H -0.5106 4.6022 -4.6209 -0.107 0.195 0.004
H -0.4796 2.8353 -4.6368 -0.018 -0.104 0.013
H 0.9103 3.7190 -4.0470 0.086 0.011 0.000
```
Positions in Å, forces in eV/Å.

Summary:
total charge	-1
frontier orbital gap (spin up / spin down)	5.880 / 4.901	eV
energy relative to the best compared isomer or geometry (same formula, charge and spin)	140.6	kJ/mol
calculated total energy	-142839.441	eV
<S²>	0.7559
multiplicity	2
HOMO level (spin up / spin down)	-3.700 / -3.667	eV